1.
{"formula": "CHBr2O2P", "method": "ωB97M-V/def2-TZVPD", "gap_ev": [6.823, 6.825], "total_charge": 0, "relative_energy_kcal_mol": 60.12, "symbols": ["C", "O", "O", "P", "Br", "Br", "H"], "positions_angstrom": [[0.35912, -0.70423, 0.84399], [0.58143, 0.39185, 0.85384], [0.04898, -1.77970, 0.66548], [-2.78048, -1.79380, 0.59058], [-4.36817, -0.97805, -0.59103], [-3.98736, 2.14771, 0.59010], [-3.78229, 2.64038, -0.73670]]}

---

2.
{"formula": "C5H10O2", "method": "ωB97M-V/def2-TZVPD", "smiles": "CC(C)CC(=O)O", "gap_ev": 11.081, "total_charge": 0, "relative_energy_kcal_mol": 17.52, "symbols": ["C", "C", "C", "C", "C", "O", "O", "H", "H", "H", "H", "H", "H", "H", "H", "H", "H"], "positions_angstrom": [[1.42905, 0.35026, 0.53559], [-0.08215, 0.17720, 0.59327], [-0.60513, -0.70022, 1.74982], [-0.58351, -0.54918, -0.71160], [-0.41478, 0.19658, -2.01818], [-0.54992, -0.22883, -3.12436], [-0.22271, 1.52105, -1.78378], [1.80360, 1.09319, 1.23310], [1.93859, -0.54407, 0.92597], [1.79076, 0.41641, -0.48595], [-0.56317, 1.14955, 0.63454], [-1.66762, -0.80606, 1.91461], [-0.12884, -1.68105, 1.69187], [-0.20093, -0.24708, 2.66581], [-1.59586, -0.83693, -0.47032], [0.05418, -1.42890, -0.86442], [-0.40157, 2.11809, -2.48599]]}

---

3.
{"formula": "C14H20N4O6", "method": "ωB97M-V/def2-TZVPD", "smiles": "O=C1OCCO1.O=C1OCCO1.CC#N.CC#N.CC#N.CC#N", "gap_ev": 11.290, "total_charge": 0, "relative_energy_kcal_mol": 0.00, "symbols": ["O", "C", "O", "C", "C", "O", "H", "H", "H", "H", "O", "C", "O", "C", "C", "O", "H", "H", "H", "H", "C", "C", "N", "H", "H", "H", "C", "C", "N", "H", "H", "H", "C", "C", "N", "H", "H", "H", "C", "C", "N", "H", "H", "H"], "positions_angstrom": [[3.57605, -1.55896, -0.25277], [3.81174, -1.60229, 0.90712], [3.42284, -0.72837, 1.84666], [3.99351, -0.98409, 3.10814], [4.87334, -2.20823, 2.88959], [4.60203, -2.53860, 1.51055], [4.55837, -0.09873, 3.45237], [3.22462, -1.24092, 3.80972], [4.58777, -3.01549, 3.54412], [5.93765, -2.04165, 2.99490], [-1.87662, -0.99258, 1.91293], [-1.18201, -0.15991, 2.39452], [-1.55941, 0.88620, 3.20243], [-0.40881, 1.68275, 3.59107], [0.60233, 1.22987, 2.53906], [0.14868, -0.11025, 2.12285], [-0.60993, 2.76988, 3.58940], [-0.12463, 1.44106, 4.62139], [1.61788, 1.15744, 2.90948], [0.51238, 1.88256, 1.65434], [-0.99351, 3.34767, -0.76067], [-2.18839, 3.79516, -1.49480], [-3.09384, 4.02644, -2.16324], [-0.66474, 4.00313, 0.04204], [-0.14452, 3.12226, -1.40855], [-1.25823, 2.37943, -0.33797], [-2.83636, -2.48492, -1.08884], [-1.77402, -3.32898, -0.68195], [-0.90658, -3.96388, -0.33179], [-3.73801, -3.09842, -1.13122], [-2.58559, -2.12344, -2.06854], [-2.90423, -1.73102, -0.30340], [-3.20330, 1.43700, -4.91049], [-2.48689, 0.31655, -5.42519], [-1.85797, -0.58206, -5.70622], [-3.74695, 1.12172, -4.02209], [-3.97652, 1.80098, -5.57711], [-2.45467, 2.17423, -4.69779], [0.54231, -0.99290, -1.60167], [-0.48655, -0.03167, -1.98790], [-1.30430, 0.71383, -2.26749], [0.28755, -1.23968, -0.57551], [1.53426, -0.53599, -1.64678], [0.53325, -1.89514, -2.20075]]}

---

4.
{"formula": "C2H4N2O3S", "method": "ωB97M-V/def2-TZVPD", "smiles": "O=CONC(=S)NO", "gap_ev": 9.621, "total_charge": 0, "relative_energy_kcal_mol": 78.12, "symbols": ["O", "C", "O", "N", "C", "S", "N", "O", "H", "H", "H", "H"], "positions_angstrom": [[-2.79185, -0.99367, -0.56713], [-2.44067, 0.09131, -0.18965], [-1.17168, 0.36929, 0.31260], [-0.36727, -0.72622, 0.54427], [0.90210, -0.43685, 0.19294], [1.97469, -1.66617, -0.10374], [1.23603, 0.86760, 0.05934], [2.45887, 1.14131, -0.52903], [-2.98895, 1.02953, -0.19761], [-0.71859, -1.57790, 0.08323], [0.95120, 1.58120, 0.74484], [2.95611, 0.32056, -0.35006]]}

---

5.
{"formula": "C32H28BrN3Pd", "method": "ωB97M-V/def2-TZVPD", "gap_ev": 4.296, "total_charge": 2, "symbols": ["Pd", "C", "C", "C", "C", "C", "C", "C", "N", "C", "N", "C", "C", "C", "C", "C", "C", "C", "N", "C", "C", "C", "C", "C", "C", "C", "H", "H", "H", "H", "H", "H", "H", "H", "H", "H", "H", "H", "H", "H", "H", "H", "H", "H", "H", "H", "H", "H", "Br", "C", "C", "C", "C", "C", "C", "C", "C", "C", "C", "H", "H", "H", "H", "H", "H"], "positions_angstrom": [[1.23333, 0.17382, -0.94489], [-4.80065, -1.82480, 2.14217], [-4.31573, -0.73980, 3.06323], [-5.08182, -0.30432, 4.13653], [-4.62708, 0.67634, 5.00329], [-3.36912, 1.23073, 4.81731], [-2.58633, 0.82176, 3.75267], [-3.06036, -0.14786, 2.86720], [-2.27100, -0.63344, 1.79157], [-1.30970, 0.00718, 1.09842], [-1.39156, 1.35539, 1.07861], [-0.42898, 2.25240, 0.65353], [0.83578, 1.86066, 0.23273], [1.86009, 2.75606, -0.00967], [1.58067, 4.10820, 0.07283], [0.29485, 4.52395, 0.40658], [-0.72337, 3.62844, 0.69915], [-2.10174, 4.09708, 1.07281], [-0.43672, -0.63181, 0.35962], [-0.19413, -2.01419, 0.47334], [-0.02154, -2.65262, 1.70933], [0.26680, -4.00252, 1.76089], [0.37085, -4.73693, 0.58509], [0.23067, -4.10403, -0.64111], [-0.03366, -2.74538, -0.71997], [-0.13703, -2.04008, -2.03708], [-5.82151, -2.10573, 2.38689], [-4.18505, -2.72537, 2.24564], [-4.77410, -1.51139, 1.09645], [-6.05688, -0.74727, 4.29482], [-5.24279, 0.99817, 5.83171], [-2.98762, 1.95975, 5.51917], [-1.58421, 1.21808, 3.64519], [-2.41757, -1.60088, 1.54370], [-2.22769, 1.75271, 1.48308], [2.86438, 2.41766, -0.24221], [2.35951, 4.83335, -0.11545], [0.08580, 5.58437, 0.46592], [-2.16463, 5.17743, 0.97313], [-2.34507, 3.85248, 2.11082], [-2.86161, 3.65903, 0.42180], [-0.07198, -2.06965, 2.62058], [0.42263, -4.48489, 2.71633], [0.57272, -5.79844, 0.62683], [0.32199, -4.67981, -1.55424], [0.32510, -2.61041, -2.83911], [0.38323, -1.04703, -1.95565], [-1.16522, -1.80164, -2.31227], [3.17949, -1.51536, -0.49415], [4.00889, -1.23414, -2.20568], [5.08348, -1.98868, -2.57189], [5.70367, -1.72696, -3.80570], [5.26331, -0.69972, -4.59781], [4.15839, 0.09329, -4.21608], [3.70671, 1.19040, -4.98413], [2.62597, 1.93794, -4.59340], [1.90771, 1.59527, -3.43374], [2.34477, 0.55632, -2.66902], [3.48164, -0.20688, -3.00022], [5.46342, -2.76567, -1.92139], [6.54556, -2.33140, -4.11225], [5.76288, -0.47444, -5.53084], [4.23008, 1.44133, -5.89791], [2.30969, 2.79140, -5.17631], [1.01238, 2.15257, -3.17682]]}

---

6.
{"formula": "C12H20O", "method": "ωB97M-V/def2-TZVPD", "smiles": "CCc1ccc(O)cc1.CC(C)C", "gap_ev": 9.097, "total_charge": 0, "relative_energy_kcal_mol": 34.26, "symbols": ["C", "C", "C", "C", "C", "C", "O", "C", "C", "H", "H", "H", "H", "H", "H", "H", "H", "H", "H", "C", "C", "C", "C", "H", "H", "H", "H", "H", "H", "H", "H", "H", "H"], "positions_angstrom": [[2.30780, 3.37742, 2.15180], [1.54398, 2.26232, 2.86135], [0.34345, 1.70103, 2.12656], [0.43439, 1.59998, 0.73679], [-0.61440, 0.95290, 0.02641], [-1.77154, 0.62749, 0.71311], [-2.85853, 0.10268, 0.08592], [-1.78062, 0.67079, 2.12884], [-0.78240, 1.27411, 2.83078], [1.73225, 3.95675, 1.41885], [3.17620, 3.13740, 1.53885], [2.55063, 4.05202, 2.97474], [2.23774, 1.42885, 3.04735], [1.22958, 2.58874, 3.85826], [1.06981, 2.18062, 0.08641], [-0.60651, 0.70783, -1.02692], [-3.45862, -0.35487, 0.66268], [-2.70236, 0.20939, 2.47998], [-0.70813, 1.47199, 3.89181], [0.51976, -1.17242, -3.14128], [-0.34883, -2.01225, -2.18586], [-1.16059, -3.08046, -2.91866], [0.40788, -2.72261, -1.08491], [1.06937, -1.86112, -3.79903], [1.20676, -0.59684, -2.51600], [0.02632, -0.49897, -3.83990], [-0.95261, -1.19884, -1.76361], [-0.54239, -3.93382, -3.20269], [-1.82895, -3.53924, -2.17791], [-1.80777, -2.67686, -3.69524], [-0.01391, -3.69348, -0.85706], [1.50520, -2.79488, -1.25493], [0.57706, -2.16563, -0.15649]]}

---

7.
{"formula": "C4H12NO", "method": "ωB97M-V/def2-TZVPD", "gap_ev": 9.320, "total_charge": 1, "relative_energy_kcal_mol": 73.70, "symbols": ["C", "C", "C", "C", "N", "H", "H", "H", "H", "H", "H", "H", "H", "H", "H", "H", "H", "O"], "positions_angstrom": [[-1.33897, -0.31796, -2.57281], [-0.33660, -1.11371, -1.82671], [0.32473, -0.26091, -0.63664], [0.30690, -0.46902, 1.76785], [0.36911, -1.18562, 0.59579], [-1.60697, -0.64477, -3.62497], [-2.26775, -0.36839, -1.94513], [-0.95786, 0.68221, -2.79394], [-0.70141, -2.11528, -1.37939], [0.48457, -1.56494, -2.43598], [1.16885, 0.20685, -1.12334], [-0.32466, 0.54200, -0.38083], [0.50049, 0.57455, 1.79846], [0.17149, -1.10884, 2.71576], [0.79189, -2.06852, 0.50636], [0.46258, 2.40299, 3.27908], [-0.04132, 3.03335, 1.85945], [0.75000, 2.71223, 2.37048]]}

---

8.
{"formula": "C22H18CdN2O5S4", "method": "ωB97M-V/def2-TZVPD", "gap_ev": 6.502, "total_charge": 0, "relative_energy_kcal_mol": 0.00, "symbols": ["Cd", "S", "C", "C", "C", "C", "C", "C", "N", "C", "C", "C", "C", "C", "C", "C", "C", "N", "C", "C", "C", "C", "C", "S", "C", "H", "H", "H", "H", "H", "H", "H", "H", "H", "H", "H", "H", "O", "S", "O", "O", "O", "C", "S", "C", "O", "H", "H", "H", "H", "H", "H"], "positions_angstrom": [[-0.25554, -0.06653, -0.19269], [5.90300, -2.82598, 3.11583], [5.59090, -4.33833, 3.84418], [4.29273, -4.71032, 3.69408], [3.53719, -3.74899, 2.97107], [4.27149, -2.66396, 2.58506], [3.82573, -1.48766, 1.82299], [2.49108, -1.39587, 1.38017], [2.02300, -0.39266, 0.67909], [2.83780, 0.64104, 0.37691], [4.17833, 0.65755, 0.77223], [5.00722, 1.78449, 0.43612], [4.50557, 2.83417, -0.24217], [3.12650, 2.85917, -0.64963], [2.55677, 3.94633, -1.33196], [1.22671, 3.94406, -1.67925], [0.48296, 2.80039, -1.33099], [1.00346, 1.76639, -0.71273], [2.30225, 1.77238, -0.35347], [0.56930, 5.05349, -2.38283], [-0.73986, 5.14943, -2.75927], [-1.04119, 6.36474, -3.42880], [0.04605, 7.17098, -3.54960], [1.43738, 6.46646, -2.85347], [4.65731, -0.44242, 1.49827], [6.38563, -4.86636, 4.34526], [3.88655, -5.63148, 4.08459], [2.48342, -3.86216, 2.76059], [1.77802, -2.17566, 1.62027], [6.04303, 1.77604, 0.75194], [5.13010, 3.68560, -0.48265], [3.18481, 4.79883, -1.56909], [-0.57531, 2.72215, -1.55160], [-1.47620, 4.38350, -2.56125], [-2.02155, 6.62438, -3.79915], [0.11082, 8.14459, -4.00702], [5.69639, -0.44770, 1.81076], [-3.49913, -0.98958, 0.95879], [-2.60191, 0.14394, 0.97303], [-3.07230, 1.33049, 1.64606], [-2.22343, 0.51146, -0.48616], [-1.25278, -0.30353, 1.59538], [1.21212, -3.51404, -3.25544], [1.02648, -2.93333, -1.58382], [-0.26981, -4.04496, -1.07056], [0.34193, -1.59471, -1.73658], [1.60909, -4.52797, -3.25227], [1.91092, -2.83642, -3.74199], [0.23760, -3.46350, -3.73997], [0.11426, -5.06488, -1.07092], [-1.11417, -3.93001, -1.74927], [-0.56790, -3.74853, -0.06554]]}

---

9.
{"formula": "C16H13BiINO", "method": "ωB97M-V/def2-TZVPD", "gap_ev": 7.247, "total_charge": 2, "relative_energy_kcal_mol": 0.00, "symbols": ["Bi", "O", "C", "C", "C", "C", "C", "C", "N", "H", "H", "H", "H", "H", "H", "H", "I", "C", "C", "C", "C", "C", "C", "C", "C", "C", "C", "H", "H", "H", "H", "H", "H"], "positions_angstrom": [[0.10768, -1.90597, -1.51577], [2.64068, -1.94057, -1.09647], [2.92238, -1.68147, 0.26623], [1.77418, -1.92677, 1.20903], [2.06368, -2.01697, 2.56603], [1.04308, -2.13787, 3.48973], [-0.26552, -2.13537, 3.02383], [-0.48402, -2.05967, 1.66673], [0.50978, -1.97037, 0.77333], [3.08778, -2.75117, -1.37837], [3.17758, -0.61537, 0.35063], [3.78948, -2.25397, 0.60183], [3.09368, -1.98037, 2.87753], [1.26008, -2.22697, 4.54103], [-1.10402, -2.18597, 3.69733], [-1.48982, -2.06687, 1.28083], [-2.73832, -1.70667, -1.21647], [-2.53202, 0.48163, -1.27917], [-3.69252, 1.19993, -1.28767], [-3.61522, 2.59993, -1.30877], [-2.39272, 3.20963, -1.30247], [-1.19872, 2.46023, -1.30597], [0.05118, 3.11243, -1.29757], [1.21978, 2.40483, -1.31827], [1.17908, 1.00593, -1.39017], [-0.01242, 0.32183, -1.37807], [-1.23702, 1.02463, -1.31677], [-4.65622, 0.71513, -1.27877], [-4.52612, 3.17543, -1.32217], [-2.32112, 4.28633, -1.29597], [0.06598, 4.19113, -1.27907], [2.17288, 2.90893, -1.29627], [2.10668, 0.46443, -1.47987]]}

---

10.
{"formula": "C7H14N3", "method": "ωB97M-V/def2-TZVPD", "gap_ev": 10.123, "total_charge": 1, "relative_energy_kcal_mol": 8.41, "symbols": ["N", "C", "C", "C", "C", "H", "H", "H", "H", "H", "H", "H", "H", "H", "C", "C", "C", "N", "N", "H", "H", "H", "H", "H"], "positions_angstrom": [[1.38700, 0.35859, 0.19422], [2.27381, 0.96251, -0.80978], [2.30259, -0.48238, 0.97755], [3.28920, -0.12533, -1.22419], [3.30863, -1.09960, -0.01898], [0.72529, -0.25839, -0.29390], [1.68776, 1.36930, -1.65625], [2.79783, 1.80896, -0.32566], [2.83032, 0.17663, 1.69355], [1.73961, -1.23389, 1.56384], [2.94287, -0.64402, -2.13878], [4.28784, 0.30211, -1.43739], [4.31785, -1.20261, 0.42409], [2.97213, -2.10798, -0.32783], [1.05529, 3.42115, 2.74541], [0.22810, 4.24573, 3.46075], [-1.04443, 2.82986, 2.31014], [0.23914, 2.56358, 2.04982], [-1.05513, 3.85376, 3.16906], [2.14256, 3.38043, 2.67991], [0.45134, 5.06639, 4.14250], [-1.91283, 2.31296, 1.90173], [0.55820, 1.81289, 1.41110], [-1.91767, 4.28100, 3.55220]]}

---

DFT total energy across the listed records, respectively: -5678.525838; -346.997518; -1215.895029; -811.919411; -4101.742456; -544.431134; -289.257407; -3095.379885; -1259.218718; -439.174787 Eh.